The following is a DFT calculation (ωB97M-V/def2-TZVPD) of a structure of composition C21H35Cl2LuN2O4 in a non-equilibrium geometry.

Atoms and positions in Å:
O 0.72 -2.07 1.27
C 1.85 -2.24 1.73
C 2.58 -3.48 2.05
C 2.13 -4.79 1.74
H 1.19 -4.92 1.20
C 2.89 -5.91 2.13
H 2.57 -6.92 1.89
C 4.08 -5.74 2.86
H 4.64 -6.60 3.25
C 4.55 -4.44 3.11
H 5.49 -4.29 3.65
C 3.82 -3.33 2.70
H 4.17 -2.32 2.90
H 2.45 -1.32 1.92
C -0.40 0.32 3.44
C -0.62 1.27 2.35
H -0.67 0.70 4.44
H 0.62 -0.08 3.45
H -1.02 -0.57 3.21
C -1.15 2.47 2.28
C -1.77 3.33 3.37
H -1.23 2.99 1.31
H -1.69 2.87 4.36
H -2.83 3.51 3.16
H -1.30 4.32 3.42
Lu -0.24 0.16 0.10
Cl -2.05 -1.58 0.62
Cl 2.26 0.51 0.50
H 0.52 -4.12 -2.02
H -1.17 -4.36 -3.39
C 0.39 -3.08 -1.71
C -1.69 -3.46 -3.06
N -0.70 -2.54 -2.53
H 1.32 -2.52 -1.89
C -0.87 -1.23 -2.65
O -0.14 -0.39 -2.04
H -2.19 -2.98 -3.91
H -1.67 -0.90 -3.32
H 0.14 -3.03 -0.64
H -2.44 -3.73 -2.29
H 1.04 5.70 -2.33
H 3.20 4.48 -3.45
C 1.24 5.04 -1.48
C 3.24 3.95 -2.48
N 1.89 3.80 -1.91
H 0.30 4.80 -0.98
C 1.38 2.60 -1.64
O 0.37 2.39 -0.92
H 3.66 2.95 -2.62
H 1.95 1.75 -2.05
H 1.89 5.61 -0.81
H 3.86 4.54 -1.79
C -4.62 1.52 -1.04
C -3.93 2.43 -2.06
C -2.43 2.21 -1.87
O -2.24 1.25 -0.77
C -3.51 0.96 -0.17
H -5.38 2.04 -0.45
H -5.11 0.70 -1.56
H -4.17 3.48 -1.91
H -4.22 2.15 -3.07
H -1.95 1.80 -2.77
H -1.90 3.13 -1.60
H -3.51 1.36 0.85
H -3.58 -0.13 -0.09

2S+1 ... 1
Total charge ... 0
M ... 625.4 g/mol
F_max ... 3.58 eV/Å

These are the Löwdin partial charges, in e, on atoms 1 to 5: -0.1694 -0.2443 -0.1674 -0.0107 0.1171

***

The following is a DFT calculation (ωB97M-V/def2-TZVPD) of a structure of composition C62H43Cl2N4O5PZr in a non-equilibrium geometry.

Atoms and positions in Å:
Zr -1.44 -0.56 0.15
C -2.65 1.18 8.20
C -3.63 1.43 7.25
C -3.43 1.06 5.93
C -2.26 0.47 5.48
C -1.28 0.23 6.46
C -1.48 0.56 7.80
C -1.95 0.26 4.01
C -2.05 1.31 3.06
C -2.40 2.74 3.31
C -2.42 3.37 2.13
C -2.01 2.36 1.10
C -2.66 2.17 -0.22
C -3.32 3.22 -0.96
C -2.81 3.75 -2.13
C -3.67 4.47 -2.94
C -4.98 4.68 -2.53
C -5.49 4.07 -1.39
C -4.64 3.35 -0.57
C -0.65 2.57 0.50
N 0.06 1.45 0.28
C 1.32 1.91 -0.03
C 2.42 0.99 -0.25
C 3.69 1.57 -1.04
C 3.45 2.75 -1.96
C 4.45 3.46 -2.46
C 5.83 3.13 -2.13
C 6.13 2.27 -1.17
C 5.08 1.57 -0.40
C 2.08 -1.25 -0.01
C 2.84 -2.52 0.02
C 2.00 -3.50 0.40
C 0.68 -2.87 0.65
N 0.69 -1.60 0.28
C -0.37 -3.49 1.39
C -1.02 -2.72 2.31
C -1.64 -3.27 3.53
C -1.90 -2.23 4.30
C -1.64 -1.00 3.55
N -1.12 -1.35 2.30
C -0.87 -4.91 1.27
C -0.13 -6.11 1.36
C -0.73 -7.33 1.09
C -2.06 -7.40 0.73
C -2.82 -6.24 0.63
C -2.24 -5.01 0.92
C 1.35 3.30 -0.02
C 0.06 3.73 0.27
N -1.89 1.12 1.77
H -2.74 1.52 9.23
H -4.53 1.96 7.57
H -4.23 1.27 5.20
H -0.35 -0.24 6.15
H -0.65 0.36 8.47
H -2.56 3.24 4.26
H -2.51 4.45 1.96
H -1.77 3.53 -2.37
H -3.33 4.90 -3.87
H -5.64 5.28 -3.16
H -6.53 4.18 -1.11
H -5.03 2.81 0.30
H 2.44 3.07 -2.08
H 4.24 4.34 -3.07
H 6.66 3.57 -2.69
H 7.17 2.11 -0.92
H 5.13 1.94 0.63
H 3.92 -2.59 -0.16
H 2.21 -4.56 0.54
H -1.72 -4.32 3.75
H -2.28 -2.26 5.31
H 0.90 -6.06 1.66
H -0.13 -8.23 1.21
H -2.50 -8.36 0.51
H -3.86 -6.28 0.37
H -2.82 -4.11 0.86
H 2.25 3.88 -0.03
H -0.31 4.73 0.41
O -5.52 0.29 1.28
Cl -4.99 -0.73 0.37
O -5.43 -2.07 0.66
O -2.44 1.09 -0.79
O -3.45 -0.80 0.77
Cl -1.94 -2.41 -1.36
O -0.23 -0.13 -1.80
P 1.09 -0.30 -2.49
C 2.38 -0.27 -1.17
C 3.87 0.07 -1.53
C 5.09 0.02 -0.52
C 4.97 -0.49 0.89
C 3.85 -0.35 1.60
C 2.55 -0.05 0.97
C 1.06 -1.78 -3.56
C -0.04 -1.86 -4.41
C -0.22 -3.00 -5.17
C 0.71 -4.03 -5.08
C 1.82 -3.93 -4.24
C 1.98 -2.79 -3.46
C 1.40 1.05 -3.66
C 2.45 0.92 -4.55
C 2.74 1.95 -5.44
C 1.97 3.12 -5.44
C 0.92 3.24 -4.55
C 0.65 2.22 -3.64
H 4.25 -0.18 -2.54
H 5.99 -0.38 -0.96
H 5.89 -0.86 1.32
H 3.83 -0.59 2.65
H 1.74 0.13 1.71
H -0.75 -1.06 -4.47
H -1.09 -3.13 -5.82
H 0.55 -4.96 -5.62
H 2.51 -4.78 -4.16
H 2.79 -2.73 -2.75
H 3.02 -0.01 -4.58
H 3.59 1.90 -6.12
H 2.23 3.93 -6.10
H 0.36 4.18 -4.53
H -0.12 2.31 -2.87

2S+1 ... 1
Total charge ... 0
M ... 1117.2 g/mol
F_max ... 2.11 eV/Å

These are the Löwdin partial charges, in e, on atoms 1 to 5: 1.6349 -0.1007 -0.0805 -0.0502 -0.1825

***

The following is a DFT calculation (ωB97M-V/def2-TZVPD) of a structure of composition C14H30F6NaO12S2 in a non-equilibrium geometry.

Atoms and positions in Å:
Na -13.40 4.01 2.27
C -8.80 5.13 1.08
F -9.46 6.03 0.33
F -8.72 4.00 0.36
F -7.56 5.59 1.21
S -9.62 4.82 2.70
O -8.86 3.71 3.21
O -9.50 6.08 3.39
O -10.95 4.50 2.19
C -14.18 3.28 6.96
F -13.48 3.02 8.07
F -14.79 2.12 6.62
F -15.13 4.15 7.28
S -13.11 3.87 5.59
O -12.02 2.92 5.57
O -14.04 3.77 4.47
O -12.76 5.22 5.96
C -16.73 8.38 0.59
O -16.08 7.41 1.37
C -15.50 7.93 2.53
C -14.64 6.89 3.21
O -13.65 6.36 2.34
C -12.77 7.30 1.76
H -17.66 8.73 1.06
H -16.90 7.95 -0.39
H -16.10 9.28 0.46
H -16.25 8.35 3.22
H -14.90 8.83 2.28
H -15.23 6.02 3.50
H -14.15 7.33 4.08
H -13.27 7.84 0.93
H -11.95 6.73 1.33
H -12.38 8.01 2.48
C -13.70 1.82 -3.27
O -13.28 2.17 -1.98
C -12.35 3.22 -1.98
C -12.30 3.89 -0.62
O -13.54 4.33 -0.14
C -14.14 5.34 -0.93
H -12.86 1.56 -3.93
H -14.28 2.62 -3.74
H -14.34 0.94 -3.20
H -12.55 3.95 -2.78
H -11.34 2.84 -2.18
H -11.55 4.69 -0.62
H -11.91 3.19 0.12
H -13.43 6.15 -1.15
H -14.96 5.76 -0.34
H -14.53 4.93 -1.87
C -16.55 3.43 1.57
O -15.38 2.80 2.01
C -15.11 1.57 1.36
C -13.97 0.90 2.09
O -12.83 1.71 1.98
C -11.68 1.19 2.63
H -17.44 2.91 1.91
H -16.58 3.46 0.47
H -16.51 4.46 1.90
H -14.85 1.79 0.32
H -15.99 0.91 1.41
H -13.79 -0.08 1.63
H -14.25 0.81 3.15
H -11.90 0.93 3.66
H -10.93 1.97 2.62
H -11.32 0.30 2.09

2S+1 ... 1
Total charge ... -1
M ... 591.5 g/mol
F_max ... 1.00 eV/Å

These are the Löwdin partial charges, in e, on atoms 1 to 5: 0.3007 -0.6688 0.0913 0.1008 0.1185

***

Number 1: LUMO -0.0017 hartree. Number 2: LUMO -0.0326 hartree. Number 3: LUMO 0.0647 hartree.